A 2-piece molecular cluster, C6H17NSi overall in a non-equilibrium geometry. Source: OMol25; level of theory: wB97M-V/def2-TZVPD.

```
25
Properties=species:S:1:pos:R:3:forces:R:3:nbo_charge:R:1
C -4.463484 -1.578776 -3.099249 -1.60 -0.70 0.98 -0.3750
C 2.759056 0.706032 0.695678 -1.76 1.92 -0.32 -0.6090
C 1.524782 -0.724733 2.361307 -3.00 -0.38 0.58 -0.6088
C 1.347418 -1.084487 -0.210914 0.18 0.15 0.44 -0.6087
C -3.924643 -0.602941 -2.403445 -2.61 -1.28 0.21 -0.3690
C 1.360986 -0.026772 0.952422 1.84 -0.22 -0.16 -0.5040
N 0.365823 2.764382 0.701174 2.62 -0.04 -0.68 -1.2953
Si -0.091859 1.143164 0.885070 -0.20 -0.22 -1.94 1.3861
H -3.954230 -2.376677 -3.599810 0.51 0.23 -0.73 0.1938
H -5.517309 -1.791664 -2.890136 0.17 0.07 -0.46 0.1817
H -0.918275 0.816781 -0.351439 0.13 -0.42 0.48 -0.2393
H 2.851750 0.873083 -0.421539 0.62 -0.59 1.33 0.2092
H 2.739952 1.752122 1.104015 0.02 -0.84 -0.07 0.2159
H 3.540079 0.194948 1.260547 0.22 -0.19 -0.86 0.2173
H 2.426754 -0.481696 2.867610 1.00 0.13 0.10 0.2097
H 1.409046 -1.824830 2.290696 0.33 0.50 -0.11 0.2154
H 0.719303 -0.450291 3.152904 1.01 -0.18 -1.47 0.2105
H 0.478894 -1.724416 -0.257095 -0.49 0.08 -0.15 0.2114
H 1.729015 -0.826078 -1.222511 -0.97 0.73 0.57 0.2170
H 2.141051 -1.707097 0.087192 1.09 -1.38 0.48 0.2034
H -4.458114 -0.147368 -1.608270 -0.76 0.89 0.13 0.1894
H -2.940986 -0.500713 -2.356235 4.31 0.79 -0.13 0.1790
H 1.078689 2.973187 -0.024260 -1.19 0.29 0.76 0.3903
H -0.439877 3.328722 0.730159 -0.59 1.29 -0.31 0.3884
H -0.979452 1.362960 1.965961 -0.88 -0.63 1.28 -0.2092
```
Positions in Å, forces in eV/Å.

## Properties
Largest force on an atom, eV Å⁻¹: 4.4
Energy above the lowest of the compared OMol25 structures with the same formula, charge and spin, kcal/mol: 49.7
E_HOMO, eV: -9.4
Spin multiplicity: 1
SMILES: CC(C)(C)[SiH2]N.C=C
Gap between HOMO and LUMO, eV: 10.150
LUMO, Ha: 0.029